No. 1
C2H7N5 | wB97M-V/def2-TZVPD

```
14
Properties=species:S:1:pos:R:3:nbo_charge:R:1
C -0.49750 0.19468 1.01909 -0.44
N -0.53815 0.10761 -0.48260 -0.30
C -0.36974 1.45209 -0.93324 -0.13
N 0.89958 1.45588 -1.64808 -0.26
N 1.40983 0.31793 -1.51756 0.01
N 0.61609 -0.52708 -1.00132 0.02
N 1.03811 -1.91605 -0.49887 -0.65
H -1.52839 0.18228 1.50645 0.21
H 0.04931 -0.78438 1.42133 0.22
H 0.01033 1.00297 1.39382 0.18
H -0.26189 2.14508 -0.19158 0.18
H -1.06714 1.79166 -1.60592 0.19
H 2.03439 -1.86137 -0.37362 0.39
H 0.55248 -2.49585 -1.13342 0.39
```

Values from the calculation:
HOMO level ... -8.103 eV
Gap between HOMO and LUMO ... 0.334 Ha
Relative energy (zero: lowest compared OMol25 entry of this formula, charge and spin) ... 495.39 kJ/mol
Lowest unoccupied orbital energy ... 1.0 eV
Total energy ... -9632.9043 eV

=====

No. 2
C2H8N3O2 | wB97M-V/def2-TZVPD

```
15
Properties=species:S:1:pos:R:3:nbo_charge:R:1
C -0.17447 0.54258 -0.41582 0.28
C 0.62319 -0.34958 1.44736 0.29
N -1.38318 0.25867 -0.82986 -0.30
N 0.31131 1.69771 -0.82258 -0.79
N 1.63223 -1.23912 0.81073 -0.79
O -2.12683 1.04577 -1.62098 -0.52
O -0.42311 -1.20470 1.57110 -0.77
H -1.87767 -0.33135 -0.16056 0.39
H -0.16987 2.56617 -1.12243 0.42
H -1.88669 0.69044 -2.54399 0.49
H 1.30485 1.85648 -0.85932 0.40
H 1.85121 -1.86139 1.65794 0.46
H 2.39776 -0.74972 0.37521 0.46
H 0.96802 -1.84547 0.23912 0.45
H -1.04674 -1.07648 2.27409 0.53
```

Values from the calculation:
HOMO level ... -12.783 eV
Total charge ... +1
Gap between HOMO and LUMO ... 0.342 Ha
Relative energy (zero: lowest compared OMol25 entry of this formula, charge and spin) ... 652.06 kJ/mol
Lowest unoccupied orbital energy ... -3.5 eV
Total energy ... -10756.9051 eV

=====

No. 3
C28H38Cl5N2OOsSbSi3 | wB97M-V/def2-TZVPD

```
79
Properties=species:S:1:pos:R:3:mulliken_charge:R:1
Os 0.01795 -0.20428 0.17090 1.91
C -0.18119 4.36845 -2.37288 -1.34
Sb 0.62795 2.37843 -2.12898 0.77
C -0.97928 1.40975 -1.04430 -0.41
C -1.85778 2.22092 -0.13467 0.01
C -2.91785 1.62235 0.56625 -0.87
C -3.71788 2.38742 1.38921 -0.82
C -3.45060 3.74341 1.52424 -0.91
C -2.37517 4.25218 0.82228 -0.37
N -1.60091 3.52216 0.02059 0.21
Si -2.04433 0.62836 -2.43976 0.97
C -1.13673 -0.33508 -3.77945 -1.13
C -3.58895 -0.29849 -1.91136 -1.32
C -2.72641 2.09746 -3.42065 -1.30
C 2.11765 2.67072 -0.46868 0.79
C 1.37532 2.65590 0.83611 -0.02
C 1.58373 3.67390 1.78113 -1.04
C 0.79134 3.82891 2.89552 -1.29
C -0.21750 2.91490 3.12924 -1.31
C -0.28293 1.84145 2.27957 -0.38
N 0.47217 1.68999 1.16833 0.29
Si 2.96721 4.38718 -0.86952 0.58
C 3.28929 4.69310 -2.69896 -1.12
C 4.64639 4.54138 -0.03505 -1.30
C 2.04299 5.96230 -0.39018 -1.34
Si 3.44245 1.30073 -0.73116 0.39
C 4.47941 1.54511 -2.27334 -1.17
C 4.64270 1.12037 0.69532 -0.95
C 2.69371 -0.40367 -0.91868 -0.76
H -1.17068 4.21248 -2.79862 0.54
H 0.40774 4.95446 -3.06978 0.42
H -0.31730 4.86410 -1.42252 0.08
H -3.08471 0.55958 0.47306 0.58
H -4.53729 1.92863 1.92891 0.44
H -4.04636 4.38296 2.16099 0.46
H -2.10997 5.30215 0.90549 0.44
H -0.69956 -1.27579 -3.45211 0.30
H -0.35709 0.26240 -4.25352 0.32
H -1.88614 -0.55146 -4.54671 0.39
H -3.39435 -1.16154 -1.27411 0.35
H -4.05908 -0.66516 -2.82848 0.44
H -4.30973 0.35334 -1.41956 0.36
H -1.94033 2.63872 -3.95149 0.29
H -3.29178 2.81595 -2.82312 0.35
H -3.39862 1.71276 -4.19404 0.45
H 2.38888 4.36438 1.60458 0.59
H 0.97641 4.65224 3.57406 0.47
H -0.87626 2.96306 3.98292 0.54
H -0.96861 1.02363 2.45763 0.52
H 3.96563 4.00161 -3.18542 0.38
H 3.75602 5.68263 -2.73951 0.38
H 2.38957 4.75409 -3.30302 0.27
H 5.39211 3.86533 -0.45067 0.31
H 4.62339 4.38376 1.04486 0.33
H 5.00157 5.56063 -0.21044 0.45
H 1.13517 6.10777 -0.97046 0.41
H 2.72786 6.77025 -0.66764 0.52
H 1.79385 6.10205 0.65819 0.43
H 5.20844 2.34909 -2.20631 0.34
H 3.89513 1.66492 -3.18591 0.28
H 5.04350 0.61205 -2.36914 0.40
H 5.23712 2.00735 0.90144 0.35
H 5.33434 0.32225 0.40780 0.43
H 4.16044 0.81532 1.62233 0.17
H 1.99251 -0.50516 -1.74403 0.25
H 2.27221 -0.65875 0.05994 -0.24
H 3.47789 -1.15835 -1.04327 0.53
Cl 0.45325 -3.28418 0.71428 -0.20
C 1.25661 -2.53037 2.04237 1.56
C 1.25716 -1.11824 2.08851 -1.66
C 2.01549 -0.63960 3.17218 1.39
Cl 2.40273 1.03962 3.47545 -0.19
C 2.61615 -1.47245 4.14158 -0.72
Cl 3.49385 -0.82839 5.47852 -0.19
C 2.52324 -2.84867 4.04565 0.74
Cl 3.24112 -3.88032 5.21605 -0.19
C 1.84538 -3.38593 2.96005 -0.60
Cl 1.74515 -5.09324 2.77739 -0.18
O -0.75875 -1.15767 -0.94660 -0.83
```

Values from the calculation:
HOMO level (alpha / beta) ... -8.203 / -8.205 eV
Gap between HOMO and LUMO (alpha / beta) ... 0.265 / 0.265 Ha
Relative energy (zero: lowest compared OMol25 entry of this formula, charge and spin) ... 145.62 kJ/mol
Lowest unoccupied orbital energy (alpha / beta) ... -1.0 / -1.0 eV
Total energy ... -129929.3273 eV

=====

No. 4
C6H6N2O2 | wB97M-V/def2-TZVPD

```
16
Properties=species:S:1:pos:R:3:nbo_charge:R:1
O -2.08217 1.46184 3.13901 -0.58
C -1.63863 0.62814 2.26777 0.65
C -2.43639 -0.26331 1.31510 -0.40
C -1.92988 -0.52354 0.07692 0.06
N -0.67747 -0.12021 -0.25824 -0.59
C 0.20346 0.51301 0.53425 0.77
O 1.27823 0.81290 0.00649 -0.61
N -0.26778 0.70473 1.80956 -0.66
H -3.51821 -0.26014 1.59318 0.25
H -2.75264 -0.88430 -0.75932 0.25
H -0.31233 -0.34109 -1.10486 0.42
H 0.16458 1.72515 2.16107 0.44
C 3.33719 -1.22832 -2.30431 -0.24
C 3.75262 -0.43423 -3.04396 -0.25
H 3.12879 -2.03457 -1.50868 0.25
H 3.75062 0.24393 -3.92398 0.24
```

Values from the calculation:
HOMO level ... -9.633 eV
Gap between HOMO and LUMO ... 0.361 Ha
Relative energy (zero: lowest compared OMol25 entry of this formula, charge and spin) ... 353.41 kJ/mol
Lowest unoccupied orbital energy ... 0.2 eV
Total energy ... -13390.9638 eV